C39H40BHfN10O3 as an isolated structure at a distorted geometry. Source: OMol25; level of theory: the ωB97M-V functional and the def2-TZVPD basis.

ORCA input file:
```
! RIJCOSX wB97M-V def2-TZVPD def2/J DEFGRID3
* xyz 1 1
Hf 0.19 -0.09 -0.26
C -0.02 -1.28 5.20
C 0.21 -0.35 4.06
C 0.65 0.95 4.11
C 0.66 1.40 2.78
N 0.24 0.41 1.97
N -0.02 -0.66 2.77
B -0.46 -2.01 2.20
N -1.72 -1.75 1.34
N -1.84 -0.64 0.55
C -3.15 -0.50 0.27
C -3.87 -1.55 0.84
C -2.93 -2.31 1.52
C -3.18 -3.51 2.36
C -3.73 0.67 -0.40
C -3.26 1.94 -0.07
C -3.82 3.06 -0.65
C -4.85 2.93 -1.57
C -5.33 1.67 -1.89
C -4.78 0.54 -1.30
N 0.71 -2.55 1.36
N 1.40 -1.73 0.53
C 2.44 -2.42 0.04
C 2.42 -3.71 0.59
C 1.32 -3.75 1.43
C 0.85 -4.89 2.26
C 3.46 -1.88 -0.83
C 3.91 -2.62 -1.93
C 4.96 -2.15 -2.69
C 5.58 -0.95 -2.36
C 5.14 -0.21 -1.28
C 4.07 -0.66 -0.52
C 0.98 2.75 2.34
C 0.22 3.35 1.34
C 0.46 4.65 0.96
C 1.47 5.38 1.57
C 2.23 4.79 2.57
C 1.98 3.49 2.96
H 0.18 -0.76 6.13
H 0.65 -2.13 5.14
H -1.04 -1.64 5.21
H 0.91 1.52 4.98
H -0.72 -2.76 3.05
H -4.93 -1.71 0.79
H -4.21 -3.84 2.23
H -3.02 -3.29 3.41
H -2.52 -4.33 2.08
H -2.49 2.04 0.68
H -3.47 4.05 -0.39
H -5.28 3.80 -2.04
H -6.15 1.56 -2.59
H -5.16 -0.44 -1.56
H 3.14 -4.49 0.41
H 1.50 -5.75 2.12
H -0.17 -5.17 2.00
H 0.86 -4.62 3.32
H 3.44 -3.55 -2.18
H 5.30 -2.72 -3.54
H 6.43 -0.61 -2.94
H 5.62 0.71 -1.02
H 3.74 -0.11 0.35
H -0.59 2.77 0.90
H -0.15 5.12 0.20
H 1.66 6.40 1.27
H 3.00 5.36 3.06
H 2.58 3.04 3.75
N -0.70 -2.65 -1.28
C -0.14 -2.74 -2.64
C 0.94 -1.68 -2.95
O 1.66 -1.86 -3.91
N 0.91 -0.59 -2.16
C 1.85 0.45 -2.58
C 2.20 1.44 -1.45
O 2.96 2.36 -1.65
O 1.61 1.23 -0.31
H -0.13 -3.23 -0.67
H -1.62 -3.10 -1.29
H -0.93 -2.60 -3.38
H 0.30 -3.72 -2.86
H 1.43 1.05 -3.40
H 2.78 0.01 -2.97
N -2.26 -0.36 -2.68
C -1.77 0.90 -2.79
C -2.12 1.67 -3.91
C -1.67 2.96 -4.01
C -0.86 3.46 -2.99
C -0.55 2.63 -1.93
N -0.98 1.37 -1.80
H -2.70 -0.76 -3.49
H -1.82 -0.98 -2.02
H -2.74 1.24 -4.67
H -1.92 3.57 -4.86
H -0.46 4.46 -3.04
H 0.10 2.99 -1.15
*
```

Orbital gap = 8.43 eV
Highest occupied orbital energy = -11.059 eV
DFT total energy = -2356.48236 hartree
LUMO level = -2.63 eV
ΔE to the lowest compared entry with this formula, charge and spin = 0.0 kcal/mol